(1)
118
Properties=species:S:1:pos:R:3:forces:R:3:mulliken_charge:R:1 method="wB97M-V/def2-TZVPD" spin_multiplicity=1 charge=-1
C 3.79373 3.52537 -3.61172 0.35 -1.08 -0.81 -2.420
Si 2.54726 2.58729 -2.47924 -1.25 0.35 0.25 0.219
C 0.91771 2.39208 -3.54221 0.55 0.94 0.76 -0.527
C 3.24301 0.80766 -2.11101 1.08 0.65 -0.29 -0.475
O 2.08151 3.46580 -1.07351 2.05 -1.22 -1.09 0.343
C 3.15493 3.61051 -0.10704 -0.26 1.39 0.52 0.222
C 2.50483 4.29742 1.19099 -0.80 -0.05 -0.96 -1.059
C 1.13331 3.57277 1.48341 -2.74 -1.16 0.79 0.406
C -0.15067 4.21924 1.00146 0.12 -3.24 1.64 -0.427
C -1.46802 3.48898 1.24306 1.88 -0.24 0.31 -0.709
Br -3.05727 4.41786 0.50645 1.68 -1.01 0.73 -0.136
C -1.55824 2.14034 1.96171 3.61 1.24 0.66 0.694
S -3.17396 1.33353 2.14266 -6.46 0.42 -3.81 1.238
O -3.49277 0.73767 0.80225 2.25 0.58 3.30 -0.318
O -4.29596 2.27451 2.45917 3.80 -1.92 0.79 -0.564
F -3.25455 0.11974 3.23352 1.12 2.17 -1.41 -0.185
C -0.28382 1.50913 2.46637 0.58 2.76 -1.52 0.584
C 1.03411 2.24597 2.18952 -1.11 0.53 -0.42 0.235
C 2.38761 1.53393 2.65620 -0.56 -0.67 0.28 -0.478
O 3.33987 2.13671 3.15792 -1.84 -1.23 -1.44 -0.583
C 2.35692 -0.04160 2.43134 -0.12 -2.04 -0.57 0.765
C 3.57811 -0.76489 1.92099 -3.20 -1.85 0.90 -0.920
C 3.45463 -2.27066 1.73768 -2.64 1.52 0.95 -0.713
C 2.14413 -3.05430 2.05052 1.16 2.84 -0.18 0.565
C 2.20441 -4.62823 1.84816 0.14 0.86 -0.09 -0.978
C 1.32330 -5.19213 0.64210 -0.01 -1.46 1.50 0.249
C 1.83795 -6.71060 0.35954 -0.86 1.23 0.00 0.093
C 2.67744 -6.78284 -0.99957 -0.03 0.35 1.29 -0.765
S 1.89530 -8.04473 -2.13076 -0.70 1.22 -0.67 -0.177
C 0.34056 -7.21327 -2.67164 -0.03 0.98 -1.10 0.368
N 0.07394 -6.46260 -3.82422 -0.20 -2.54 4.97 -0.358
N -1.22244 -6.07986 -3.64860 -2.52 -1.10 3.00 -0.350
C -1.75872 -6.58592 -2.45997 3.46 0.45 -2.98 0.028
O -0.74755 -7.33901 -1.81366 -0.51 1.69 -2.34 -0.086
C 0.89851 -2.28639 2.52313 2.60 1.34 -0.18 0.113
C -0.43967 -3.05695 2.82648 0.80 -1.22 0.24 -0.944
P -1.40898 -3.18456 1.21559 0.81 1.80 -2.94 0.486
O -0.45594 -2.76786 0.08981 -1.75 -1.17 2.20 -0.693
O -2.11298 -4.68831 0.96281 0.14 3.19 0.64 -0.476
O -2.61160 -1.97398 1.26577 4.62 -0.59 -0.11 0.009
C 1.03792 -0.79556 2.70541 2.13 0.01 -1.13 0.544
C -0.13023 0.15690 3.24088 0.85 -1.85 0.71 -0.339
O -0.71772 -0.21153 4.25362 0.50 1.47 -2.13 -0.537
H 4.05203 2.77960 -4.46980 -0.54 1.28 1.29 0.381
H 4.81465 3.76013 -3.08772 -7.67 -5.89 -2.98 1.279
H 3.35101 4.49486 -4.06865 0.76 -1.43 0.79 0.372
H 0.19601 1.75856 -2.89414 -0.01 2.83 -2.43 -0.137
H 0.48976 3.44382 -3.64153 0.35 -1.34 -0.09 0.278
H 1.17787 1.90543 -4.53130 -0.62 0.41 1.02 0.404
H 3.51541 0.65952 -1.01854 -0.76 -0.21 -1.28 0.113
H 2.42697 0.05389 -2.48022 3.16 0.41 0.45 -0.011
H 4.21343 0.67668 -2.70417 -1.03 -0.01 0.47 0.345
H 3.70558 2.64640 0.11597 -0.75 0.90 -0.18 0.350
H 3.89964 4.38327 -0.53409 -0.72 -1.02 0.65 -0.382
H 3.22215 4.31298 2.06127 -0.94 -0.19 -0.98 0.355
H 2.23307 5.36167 0.86746 0.40 -1.38 0.49 0.437
H -0.08101 5.22498 0.47334 -0.53 -1.22 0.62 0.276
H 4.52600 -0.18793 1.69476 -1.29 -0.91 0.39 0.400
H 4.35020 -2.84840 1.35640 -1.30 0.70 0.58 0.290
H 3.28070 -4.95715 1.65487 -1.26 0.81 0.30 0.109
H 1.93544 -5.10372 2.85388 0.07 0.42 -1.47 0.410
H 0.26850 -5.32918 1.06027 1.31 0.51 -1.03 -0.484
H 1.35304 -4.53981 -0.27634 -0.21 -0.64 1.17 0.476
H 2.41328 -7.03524 1.28136 -0.44 0.15 -1.29 0.524
H 0.90837 -7.36485 0.31487 1.44 0.74 -0.15 -0.393
H 2.73127 -5.75753 -1.49801 -0.11 -1.50 0.52 0.482
H 3.74052 -7.13157 -0.72995 -1.69 0.33 -0.98 0.243
H -2.80166 -6.47425 -2.04759 1.68 -0.20 -0.48 0.358
H -1.02498 -2.66380 3.70658 0.57 -0.16 -1.21 0.631
H -0.13720 -4.12771 3.10429 -0.45 1.37 -0.36 0.551
H -3.02003 -4.46071 0.61986 0.30 -0.26 0.55 0.275
H -2.09442 -1.14950 1.04357 -0.44 -0.67 -0.08 -0.010
Cl -4.66950 -2.72186 1.58234 -2.83 -1.39 0.48 -0.526
O -4.03488 -1.62361 -1.51683 0.06 0.21 -0.34 -0.669
H -3.36016 -1.51451 -0.83787 -0.16 -0.12 0.07 0.298
H -4.81094 -1.19016 -1.14315 0.09 -0.15 0.12 0.334
Cs 5.88780 4.94572 -2.73659 6.64 6.90 2.47 0.978
Mg 0.77424 0.39580 -2.15355 -2.33 -2.95 2.14 0.046
N 0.42942 8.00047 -0.60706 0.07 0.87 -0.15 1.035
O -0.56859 7.40634 -0.13750 -0.08 -0.33 0.07 -0.691
O 1.45616 7.34615 -0.90127 0.52 -0.68 -0.03 -0.678
O 0.39654 9.22831 -0.77812 3.00 -2.63 -0.43 -0.644
C 5.09097 -5.70697 4.42095 -0.11 -0.11 0.27 -0.355
Cl 4.20918 -4.17974 4.41173 0.10 0.06 0.30 -0.059
Cl 5.74613 -6.05548 2.81978 0.16 -0.15 -0.09 -0.157
H 5.90858 -5.64733 5.13585 -0.05 0.08 -0.17 0.353
H 4.40867 -6.50476 4.70726 0.03 0.09 -0.16 0.257
N -5.66674 2.51119 -0.96274 -0.10 0.01 -0.13 0.267
C -6.93449 2.87228 -1.32998 0.04 0.04 0.07 -0.603
C -7.01877 2.79140 -2.69807 -0.18 0.07 0.10 -0.444
C -5.75498 2.35924 -3.17268 0.19 -0.03 -0.01 -0.617
C -4.94281 2.19214 -2.07810 0.07 0.05 0.08 -0.456
H -5.31969 2.48304 -0.01611 0.01 -0.14 -0.09 0.196
H -7.66488 3.15618 -0.58849 0.04 -0.03 -0.07 0.402
H -7.89245 3.01648 -3.29107 0.05 -0.02 0.05 0.388
H -5.47165 2.18872 -4.20032 -0.01 -0.02 0.08 0.387
H -3.91447 1.87545 -1.99737 -0.10 -0.04 0.01 0.475
C 3.62313 -10.49700 0.54203 -0.25 -0.21 -0.20 -0.095
Cl 3.06709 -11.15456 2.08390 0.11 -0.08 -0.06 -0.163
Cl 4.57059 -9.02116 0.78012 0.21 -0.13 0.07 -0.120
H 4.24452 -11.23895 0.04533 0.04 0.13 0.17 0.395
H 2.75734 -10.26514 -0.07672 -0.01 0.11 0.24 -0.001
C -4.15206 12.09159 -1.62463 0.23 0.16 0.10 -0.431
C -2.90192 11.91754 -1.19324 -0.28 0.17 -0.37 -0.365
C -2.34695 10.56280 -0.97033 0.78 0.06 0.14 0.303
O -1.20753 10.39844 -0.57464 -3.72 2.26 0.64 -0.418
C -3.23258 9.41153 -1.24770 -0.35 -0.24 0.01 -0.194
C -4.48335 9.58688 -1.68014 0.20 -0.04 0.06 -0.418
C -5.03673 10.93942 -1.90160 -0.29 -0.11 -0.10 0.370
O -6.17824 11.10057 -2.29806 0.16 0.05 0.05 -0.590
H -4.57451 13.07501 -1.79146 -0.06 -0.02 0.01 0.372
H -2.24079 12.75024 -0.98654 0.03 -0.04 0.02 0.405
H -2.80981 8.42776 -1.08019 0.14 0.04 0.06 0.516
H -5.14490 8.75476 -1.88731 -0.02 0.04 -0.02 0.429
C -0.34357 -9.32795 1.86456 0.10 -0.09 -0.14 0.866
O 0.39903 -9.78303 0.99297 -0.03 0.01 -0.04 -0.418
O -0.04618 -8.39188 2.65045 0.23 0.31 0.18 -0.395
O -1.51077 -9.72947 2.10007 -0.33 -0.18 -0.04 -0.433

---

(2)
12
Properties=species:S:1:pos:R:3:forces:R:3:mulliken_charge:R:1 method="wB97M-V/def2-TZVPD" spin_multiplicity=1 e_above_lowest_ev=1.897
C 1.71540 0.10046 -0.18993 0.75 -3.24 0.55 0.362
C 0.26736 -0.11040 -0.31054 2.15 2.96 2.75 0.462
C -0.47696 1.01461 0.08929 -2.97 -1.43 -2.15 -0.322
C -1.65220 -0.87377 -0.15758 -0.99 -1.26 0.54 -0.240
H 3.38733 -0.93831 0.55726 -2.12 0.52 -1.34 0.355
H -0.41885 2.06478 0.26023 1.00 0.32 -0.09 0.392
H -2.76952 1.03548 0.32833 3.51 -1.64 -1.28 0.305
H -2.47536 -1.71581 -0.14221 1.43 2.46 -0.03 0.328
N -1.80981 0.55121 -0.03408 -1.25 -1.79 1.81 -0.171
N -0.36798 -1.25512 -0.21493 -3.74 -0.33 -1.27 -0.490
O 2.48702 -1.07021 0.09791 0.18 1.35 0.51 -0.495
O 2.11357 1.19709 -0.28374 2.05 2.08 0.00 -0.485

---

(3)
156
Properties=species:S:1:pos:R:3:forces:R:3:mulliken_charge:R:1 method="wB97M-V/def2-TZVPD" spin_multiplicity=1 e_above_lowest_ev=5.703
C 7.26361 2.34265 -33.12940 1.04 1.42 -0.73 -1.433
C 6.64784 3.62703 -33.71876 -1.06 0.03 -1.41 0.811
C 5.36982 3.29170 -34.62366 1.15 0.36 0.72 -0.311
O 5.70602 2.69905 -35.89143 -0.17 0.31 0.91 -0.137
C 6.04883 3.56894 -36.95592 -0.15 1.10 -0.10 -1.030
N 6.32077 4.61515 -32.69031 -0.79 0.14 0.06 -0.753
H 7.99162 2.70569 -32.40392 0.05 -0.43 0.40 0.507
H 7.86751 1.89077 -33.91631 -0.23 -0.37 0.00 0.544
H 6.60599 1.59889 -32.67946 -0.26 0.24 -0.12 -0.027
H 7.27306 4.15726 -34.43714 0.91 -0.68 -0.11 0.393
H 4.74774 4.17522 -34.76696 0.10 0.32 -0.21 0.506
H 4.77917 2.62205 -33.99850 -0.23 -0.57 -0.64 -0.746
H 7.09713 3.85628 -37.03716 0.36 -0.43 0.44 0.347
H 5.53408 4.52677 -36.88047 -0.38 0.10 0.21 0.453
H 5.77951 3.17194 -37.93467 -0.15 -0.59 0.29 0.263
H 7.05561 4.81218 -32.02601 0.33 -0.61 0.18 0.262
H 6.19660 5.52607 -33.10850 -0.39 0.11 -0.32 0.240
C 3.38937 -5.06726 -26.53145 0.34 0.93 -0.29 -1.315
C 4.18769 -4.01268 -25.68534 0.12 -2.34 -0.33 0.234
C 5.55856 -3.57425 -26.26831 -0.80 0.35 -1.15 -0.871
O 5.37637 -2.75953 -27.48870 1.19 0.13 1.49 -0.081
C 6.59817 -2.02309 -27.79111 -0.63 -1.14 -1.22 -0.557
N 3.33941 -2.95494 -25.29495 -0.20 1.00 -0.11 -0.592
H 4.10055 -5.81956 -26.87255 -0.34 -0.30 -0.07 0.367
H 2.83093 -4.65910 -27.37385 0.53 0.41 -0.39 0.080
H 2.55271 -5.47432 -25.96366 0.49 -0.26 0.51 0.425
H 4.34240 -4.61307 -24.78884 0.82 0.06 0.21 0.456
H 6.14685 -4.45017 -26.54178 0.15 -0.14 0.01 0.380
H 6.14524 -2.94972 -25.59461 -0.18 -0.14 0.48 0.535
H 6.53971 -1.90738 -28.87338 -0.07 0.65 0.01 -0.212
H 7.50609 -2.61684 -27.68511 -0.04 -0.48 0.49 0.425
H 6.79180 -1.07198 -27.29514 -0.69 0.05 0.25 0.350
H 3.70758 -2.56637 -24.43847 -0.05 0.34 0.18 0.315
H 3.48337 -2.27347 -26.02638 -0.59 0.61 0.00 0.258
C 5.04502 -4.43600 -30.25554 0.69 -1.97 -2.12 -1.466
C 4.02730 -4.03000 -31.30407 -1.08 0.47 1.18 1.122
C 2.65900 -4.81060 -31.16847 1.08 -1.09 -0.82 -0.855
O 2.77429 -6.26211 -31.42184 0.24 0.93 -0.92 -0.443
C 2.97867 -6.59340 -32.81643 0.64 0.26 0.50 -0.644
N 3.86196 -2.62706 -31.01862 -1.51 1.87 0.30 0.474
H 5.96236 -3.91485 -30.52939 0.19 0.01 0.34 0.284
H 5.19458 -5.48285 -30.51975 0.53 -0.47 1.01 0.591
H 4.78506 -4.24047 -29.21521 -0.29 -0.14 -0.26 -0.025
H 4.36384 -3.97081 -32.33912 0.40 -1.25 -0.01 0.232
H 1.91627 -4.43075 -31.87000 -0.05 0.37 -0.06 0.266
H 2.26513 -4.74079 -30.15452 0.13 0.10 0.00 0.251
H 3.28961 -7.63159 -32.93289 -0.37 -0.16 0.56 0.326
H 3.81824 -6.06073 -33.26306 0.09 0.47 0.15 0.236
H 2.12430 -6.42639 -33.47237 -0.43 0.15 0.30 0.258
H 3.96752 -2.54739 -30.01731 -0.82 0.35 0.54 0.022
H 4.71809 -2.15593 -31.27392 0.29 -0.04 -0.57 -0.468
C 1.93855 -0.43868 -38.95071 -0.12 1.03 -0.81 -1.250
C 1.09835 0.71778 -38.44113 -1.37 0.48 0.12 0.494
C 1.58349 1.44219 -37.25694 1.42 -0.39 1.17 -0.135
O 0.58009 2.20317 -36.65988 -0.69 -1.37 -1.70 -0.421
C 0.88824 2.96958 -35.57560 -0.77 1.82 0.81 -0.494
N 0.80528 1.74223 -39.47291 -0.08 -1.03 -0.61 -0.827
H 1.74662 -1.31084 -38.32573 0.49 -0.01 -0.14 0.114
H 2.98732 -0.18309 -39.10179 0.23 -0.23 0.48 0.320
H 1.55908 -0.59237 -39.96091 -0.10 -0.51 -0.02 0.436
H 0.23640 0.20105 -38.01906 -1.02 0.39 -0.73 0.190
H 2.35489 2.10001 -37.65735 0.76 0.12 0.68 0.280
H 1.91693 0.70111 -36.53050 0.75 0.04 0.30 0.063
H 0.17854 3.77479 -35.76551 0.27 0.78 0.78 0.411
H 1.89677 3.37707 -35.50538 0.28 -0.11 -0.41 0.243
H 0.64530 2.57402 -34.58938 0.08 -0.70 -0.03 -0.001
H 0.44835 2.60824 -39.09510 -0.38 -0.19 0.53 0.320
H 1.70104 2.01983 -39.84794 0.28 -0.10 -0.37 0.277
C -0.75597 -1.73545 -34.95119 -1.87 1.70 0.03 0.542
O -0.94439 -0.56682 -35.30312 0.33 -0.41 0.43 -0.760
N -0.23122 -2.64010 -35.78114 1.33 -1.99 -0.57 -0.347
N -1.19053 -2.23099 -33.75918 0.49 0.33 -0.66 -0.296
H -0.18725 -3.57172 -35.39353 0.02 -0.09 -0.55 0.104
H -0.31291 -2.58223 -36.78616 -0.11 0.41 0.29 0.300
H -0.98224 -3.18828 -33.51358 -0.41 0.45 0.43 0.165
H -1.68732 -1.55169 -33.20075 0.35 -0.49 0.67 0.189
C 4.11249 4.52801 -27.54117 0.06 -2.38 2.67 0.819
O 4.40799 4.08745 -26.44018 1.17 0.01 1.90 -0.806
N 4.33108 5.68332 -28.02759 0.92 4.68 -0.84 -0.209
N 3.51814 3.74954 -28.39889 -2.16 -1.59 -3.20 0.239
H 3.87197 5.83912 -28.91362 0.52 0.93 -0.40 0.229
H 4.74141 6.43781 -27.49611 -0.22 -0.31 -0.12 0.218
H 3.32809 2.76939 -28.24627 -0.24 -0.19 0.33 0.129
H 3.03409 4.25740 -29.12542 0.00 -0.84 -0.31 -0.232
C 6.43390 -0.45825 -37.83684 0.79 1.06 -0.79 0.578
O 6.95297 0.12207 -38.77980 0.07 0.36 -0.45 -0.764
N 6.03567 -1.67263 -37.77280 -0.80 -5.68 -2.08 -0.238
N 6.11702 0.08164 -36.68721 0.30 4.65 2.82 0.103
H 5.72195 -2.06696 -36.89748 -0.12 -0.37 -0.20 0.261
H 6.18582 -2.28391 -38.56266 0.08 0.04 0.26 0.202
H 6.37862 1.05695 -36.66677 -0.22 -0.18 0.64 0.048
H 5.99638 -0.34349 -35.77902 -0.02 -0.36 -0.52 0.064
C 2.59945 0.71625 -32.45505 0.87 -1.13 0.51 0.519
O 2.22746 1.82465 -32.68397 -2.02 3.61 -0.99 -0.906
N 3.85146 0.42755 -32.30046 4.39 0.75 0.19 0.794
N 1.85506 -0.32384 -32.25967 -3.11 -1.91 -0.37 0.766
H 4.26280 -0.49334 -32.24702 0.01 0.39 0.11 0.102
H 4.39917 1.26904 -32.19088 0.59 -0.59 -0.08 -0.758
H 2.30363 -1.09817 -31.79138 -0.61 -0.56 0.26 -0.204
H 0.87074 -0.10856 -32.32926 -0.27 -0.89 0.28 -0.241
C 7.00793 2.67761 -29.25826 3.83 -0.49 -0.86 0.667
O 8.13887 2.37578 -29.61784 1.23 -0.36 -0.71 -0.778
N 6.09876 3.19658 -30.01784 -2.48 0.62 -2.46 0.143
N 6.61667 2.60299 -28.03042 -1.29 -0.79 3.98 -0.059
H 5.21023 3.09590 -29.54829 -0.78 0.77 -1.24 -0.023
H 6.21329 3.12579 -31.01882 -0.49 0.06 0.30 0.083
H 5.61435 2.66768 -27.92421 0.45 0.14 1.24 -0.259
H 7.27504 2.62701 -27.26487 -0.44 -0.23 -0.22 0.248
C 0.07754 -1.20762 -28.56913 0.49 0.13 -0.89 0.637
O 0.28877 -1.44741 -27.42578 0.95 -0.41 4.20 -0.835
N 0.73223 -0.35361 -29.30855 2.88 3.23 -1.10 0.138
N -0.79889 -1.83505 -29.27486 -3.12 -2.43 -1.81 -0.269
H 0.57551 -0.19207 -30.29315 -0.18 -0.15 0.46 0.018
H 1.51884 0.12948 -28.89870 0.10 0.07 -0.06 -0.112
H -1.42716 -2.44413 -28.77049 -0.04 0.14 -0.58 0.235
H -0.90730 -1.46785 -30.20948 -1.04 -0.56 0.09 0.287
C 2.75228 5.04910 -31.33409 -0.56 0.20 2.80 0.676
O 3.36383 5.91184 -30.73971 0.63 2.47 1.07 -0.871
N 1.58325 4.58290 -30.92686 -3.31 0.15 1.49 -0.317
N 3.26566 4.28847 -32.18625 3.71 -2.75 -5.65 0.388
H 1.17349 5.03150 -30.12005 -0.29 -0.16 -0.41 0.252
H 1.10664 3.84731 -31.42870 0.05 0.12 0.30 0.091
H 2.86123 3.45246 -32.58326 -0.47 -0.13 0.26 0.269
H 4.20766 4.46128 -32.50697 0.19 0.33 0.38 -0.306
C 3.77180 -2.77312 -35.41963 1.78 -1.18 -3.07 0.853
O 4.94525 -2.98972 -35.57476 3.26 -1.24 -0.83 -0.948
N 3.36048 -2.33332 -34.33133 -3.06 2.57 6.67 0.579
N 2.85712 -2.99136 -36.33126 -2.13 -0.64 -3.17 -0.250
H 3.93550 -2.48906 -33.51573 -0.15 0.55 -0.08 -0.534
H 2.39299 -2.06366 -34.22481 0.21 -0.05 0.50 -0.200
H 1.94317 -2.56807 -36.25623 0.11 -0.15 0.06 0.029
H 3.16966 -3.22020 -37.26402 0.05 0.20 0.19 0.300
C 3.43395 0.68775 -26.80512 -4.90 -2.52 -0.97 0.466
O 3.38731 1.01280 -27.97503 0.68 0.41 -1.94 -0.896
N 3.80009 1.37073 -25.79976 5.13 5.01 3.99 -0.351
N 2.61715 -0.23942 -26.27786 -0.19 -2.86 -0.48 -0.252
H 4.30421 0.93415 -25.04124 -0.46 -0.07 0.07 0.246
H 4.17330 2.28670 -26.00421 0.41 0.63 -0.04 0.230
H 2.81361 -0.48126 -25.31713 -0.86 0.05 -0.31 0.213
H 1.87791 -0.70220 -26.78724 -0.11 -0.63 -0.11 -0.118
C -1.85133 0.82762 -31.99915 2.14 -3.18 -0.89 0.556
O -1.29502 -0.17595 -31.54726 0.58 -0.77 0.44 -0.881
N -2.75495 1.49396 -31.39237 -4.26 2.77 3.83 -0.434
N -1.64037 1.27710 -33.20026 0.03 2.12 -1.97 -0.080
H -3.09771 1.26660 -30.46991 0.50 -0.25 -0.15 0.269
H -3.32288 2.18965 -31.85451 0.24 -0.21 0.09 0.146
H -1.19726 0.79507 -33.96928 0.06 -0.24 -0.22 0.107
H -2.21686 2.10040 -33.29999 0.70 -0.07 -1.54 0.143
C 7.34468 -1.82535 -31.85515 0.45 -0.34 -0.53 0.488
O 6.22871 -1.53584 -32.15012 -3.91 0.33 -2.07 -0.752
N 8.02963 -2.87994 -32.25273 0.39 -2.60 -1.12 -0.404
N 8.03086 -1.04962 -31.09717 2.68 2.30 3.01 -0.356
H 7.64556 -3.39097 -33.03466 0.29 -0.24 0.26 0.290
H 8.99644 -2.96964 -31.97463 -0.28 -0.13 -0.59 0.153
H 7.69754 -0.10961 -30.93788 0.25 -0.18 0.70 0.038
H 8.71579 -1.54033 -30.54022 0.27 1.18 0.22 0.167

---

Record order is preserved below.
HOMO-LUMO gap: 0.059, 0.354, 0.324 Ha
Record order is preserved below.
Highest occupied orbital energy: -4.1108, -9.0399, -8.8733 eV